C2H2FN as an isolated structure in a non-equilibrium geometry, computed with the ωB97M-V functional and the def2-TZVPD basis.

**E**: -231.84972 hartree
**LUMO energy**: 0.69 eV
**Max |F|**: 3.10 eV/Å
**HOMO energy**: -7.958 eV
**Total charge**: 0

Cartesian coordinates (Å):
C (-0.084, -1.160, -0.867)
N (0.008, 0.418, 0.318)
F (-0.184, -0.426, -1.948)
C (0.416, 1.009, 1.221)
H (-1.038, -1.560, -0.696)
H (0.882, 1.720, 1.971)

Here are the Mulliken charges for atoms 1 to 2, given in e: number 1, C, carries -0.013; number 2, N, carries -0.178